No. 1
23
Properties=species:S:1:pos:R:3 method="wB97M-V/def2-TZVPD" e_lumo_ev=3.54 spin_multiplicity=1 gap_ev=7.30 de_lowest_kcal_mol=48.1 total_charge=-1 largest_force_ev_per_a=3.82
C -0.313 0.722 -0.135
C -0.884 -0.217 0.958
C -0.840 0.638 2.300
O -2.098 1.387 2.378
N 1.013 0.221 -0.621
C 0.939 -1.170 -1.351
O 0.847 -0.952 -2.632
H -1.108 0.843 -0.940
H -0.010 1.742 0.248
H -1.897 -0.495 0.615
H -0.366 -1.108 1.197
H -0.910 0.108 3.252
H -0.077 1.358 2.514
H -2.617 0.853 1.637
H 1.317 0.832 -1.385
H 1.844 -1.690 -1.125
H 0.112 -1.835 -0.952
H -2.107 -0.906 -2.539
H -0.497 -1.521 -3.049
O -1.579 -1.722 -2.794
H 3.819 1.129 0.732
H 2.518 0.518 0.624
O 2.891 1.265 1.066


No. 2
21
Properties=species:S:1:pos:R:3 method="wB97M-V/def2-TZVPD" e_lumo_ev=-4.76 spin_multiplicity=1 gap_ev=9.81 de_lowest_kcal_mol=66.1 total_charge=+1 largest_force_ev_per_a=5.18
C 0.943 -0.052 -1.591
C 1.967 1.129 0.317
C -3.149 -0.322 0.028
C 0.764 0.345 -0.207
N 1.046 -1.640 0.797
O -1.813 -0.059 -0.208
Si -0.907 0.997 0.552
H 0.843 0.849 -2.067
H 2.007 -0.289 -1.773
H 0.283 -0.826 -2.020
H 2.328 0.721 1.194
H 2.801 0.846 -0.524
H 1.820 2.211 0.306
H -3.348 -1.372 -0.403
H -3.921 0.478 -0.285
H -3.332 -0.699 1.042
H 1.749 -1.495 1.427
H 0.121 -1.906 1.017
H 1.312 -2.533 0.275
H -1.063 2.431 0.234
H -0.867 0.758 2.048


No. 3
21
Properties=species:S:1:pos:R:3 method="wB97M-V/def2-TZVPD" e_lumo_ev=-3.39 spin_multiplicity=1 gap_ev=9.51 de_lowest_kcal_mol=25.4 total_charge=+1 largest_force_ev_per_a=2.44
C 1.386 0.349 0.427
C 2.277 0.041 -0.781
S 2.758 1.572 -1.732
N 0.939 -0.764 1.297
H 0.427 0.874 0.147
H 1.890 1.047 1.116
H 1.740 -0.641 -1.534
H 3.229 -0.408 -0.433
H 1.498 2.046 -1.736
H 0.555 -0.352 2.179
H 1.685 -1.448 1.524
H 0.159 -1.229 0.775
C -1.632 -0.228 -1.403
S -1.842 -1.358 0.008
C -2.416 -0.013 1.192
H -1.507 0.855 -1.190
H -2.552 -0.430 -1.971
H -0.848 -0.598 -2.041
H -2.673 -0.479 2.124
H -1.720 0.797 1.287
H -3.355 0.367 0.744


Please write out number 1 again, unchanged.
23
Properties=species:S:1:pos:R:3 method="wB97M-V/def2-TZVPD" e_lumo_ev=3.54 spin_multiplicity=1 gap_ev=7.30 de_lowest_kcal_mol=48.1 total_charge=-1 largest_force_ev_per_a=3.82
C -0.313 0.722 -0.135
C -0.884 -0.217 0.958
C -0.840 0.638 2.300
O -2.098 1.387 2.378
N 1.013 0.221 -0.621
C 0.939 -1.170 -1.351
O 0.847 -0.952 -2.632
H -1.108 0.843 -0.940
H -0.010 1.742 0.248
H -1.897 -0.495 0.615
H -0.366 -1.108 1.197
H -0.910 0.108 3.252
H -0.077 1.358 2.514
H -2.617 0.853 1.637
H 1.317 0.832 -1.385
H 1.844 -1.690 -1.125
H 0.112 -1.835 -0.952
H -2.107 -0.906 -2.539
H -0.497 -1.521 -3.049
O -1.579 -1.722 -2.794
H 3.819 1.129 0.732
H 2.518 0.518 0.624
O 2.891 1.265 1.066